# C5H7NO

C5H7NO in the gas phase in a non-equilibrium geometry (ωB97M-V/def2-TZVPD, OMol25).

```
14
Properties=species:S:1:pos:R:3:nbo_charge:R:1
C 0.61919 -2.22945 -0.38635 -0.7013
C 0.49948 -0.87501 -0.54604 -0.0207
C 1.33034 0.20055 -0.85135 -0.2136
O 0.77040 1.41985 -0.27304 -0.3841
C -0.36218 1.17037 0.25005 0.6809
N -1.11751 2.18693 0.68310 -0.7621
C -0.70615 -0.26956 0.18386 -0.5977
H -0.40817 -0.90072 1.03352 0.3325
H 1.56294 -2.73980 -0.48293 0.1978
H -0.28876 -2.82871 -0.42457 0.1841
H 2.39159 0.27985 -1.00226 0.2024
H -0.71320 3.11200 0.70932 0.4165
H -1.92789 2.00730 1.25389 0.4139
H -1.73742 -0.49042 -0.10487 0.2512
```

Values from the calculation:
Spin multiplicity: 1
E_tot: -8832.1333 eV
Gap between HOMO and LUMO: 5.984 eV
Relative energy (zero: lowest compared OMol25 entry of this formula, charge and spin): 4.070 eV
LUMO: 0.012 hartree